(1)
Entry from the Open Molecules 2025 dataset: a cluster of 2 separate species, CH3FO2S in total in a non-equilibrium geometry (ωB97M-V/def2-TZVPD).

## Properties
highest occupied orbital energy (alpha / beta): -11.654 / -11.653 eV
gap between HOMO and LUMO (alpha / beta): 8.2 / 8.2 eV

Structure (XYZ):
```
8
CH3FO2S, DFT ωB97M-V/def2-TZVPD
C -0.52 0.62 0.41
O 1.11 -1.43 0.41
O 1.88 0.85 -0.07
F -1.60 -1.36 -0.14
S 0.84 -0.20 -0.20
H -1.07 0.45 1.27
H -0.98 1.39 -0.24
H 0.33 -0.32 -1.44
```

(2)
Entry from the Open Molecules 2025 dataset: a cluster of 2 separate species, C5H8O in total (ωB97M-V/def2-TZVPD).

## Properties
highest occupied orbital energy: -9.823 eV
gap between HOMO and LUMO: 10.7 eV
SMILES: C=C1CC1.C=O

Structure (XYZ):
```
14
C5H8O, DFT ωB97M-V/def2-TZVPD
C -1.28 0.84 -0.69
C -1.55 -0.22 0.39
C -0.41 -0.33 -0.54
C 0.56 -1.08 -1.03
O 2.89 0.06 0.69
C 1.83 0.43 1.13
H -1.91 0.87 -1.57
H -0.95 1.81 -0.33
H -1.38 0.09 1.42
H -2.36 -0.93 0.26
H 0.82 -2.03 -0.58
H 1.15 -0.75 -1.87
H 1.24 -0.17 1.86
H 1.37 1.40 0.86
```

(3)
Entry from the Open Molecules 2025 dataset: a structure of composition C25H26CrN9O3S8 (ωB97M-V/def2-TZVPD).

## Properties
highest occupied orbital energy (alpha / beta): -6.606 / -6.714 eV
expectation value of S²: 3.804
2S+1: 4
gap between HOMO and LUMO (alpha / beta): 6.5 / 6.6 eV

Structure (XYZ):
```
72
C25H26CrN9O3S8, DFT ωB97M-V/def2-TZVPD
Cr -0.05 1.46 0.41
O -1.58 1.02 -3.64
C -2.40 2.10 -3.62
C -3.24 2.27 -4.72
C -4.13 3.33 -4.77
C -4.21 4.23 -3.71
C -3.38 4.07 -2.61
C -2.46 3.01 -2.55
C -1.61 2.85 -1.35
O -0.57 2.05 -1.43
N -1.96 3.46 -0.26
N -1.06 3.16 0.80
C -0.87 4.16 1.59
S 0.04 4.06 3.07
C 0.28 5.86 3.14
C -1.02 6.51 2.74
S -1.58 5.71 1.20
H -1.00 1.09 -2.86
H -3.16 1.57 -5.54
H -4.76 3.45 -5.63
H -4.91 5.05 -3.74
H -3.42 4.75 -1.78
H 1.09 6.12 2.46
H 0.57 6.11 4.16
H -0.90 7.57 2.53
H -1.79 6.37 3.50
S 5.22 2.06 5.42
C 4.04 1.90 4.29
S 2.57 1.03 4.56
C 1.86 1.30 2.98
C 2.59 2.02 2.11
S 2.06 2.51 0.53
S 4.14 2.56 2.69
S 0.23 0.75 2.66
N -3.82 -1.58 -1.56
N -3.24 -0.85 -0.54
N -3.65 -0.91 0.71
C -2.76 -0.12 1.29
N -1.88 0.37 0.41
N -2.20 -0.14 -0.77
H -4.80 -1.69 -1.36
H -3.65 -1.08 -2.43
H -2.77 0.13 2.34
C 3.79 -2.28 -2.78
C 2.90 -3.52 -2.76
C 1.55 -3.28 -2.10
N 1.70 -3.00 -0.67
C 1.48 -1.84 -0.05
S 1.07 -0.44 -0.89
N 1.66 -1.79 1.31
C 1.87 -2.77 2.29
O 2.31 -2.45 3.36
C 1.50 -4.19 1.99
C 2.41 -5.20 2.28
C 2.06 -6.53 2.04
C 0.80 -6.84 1.54
C -0.11 -5.83 1.28
C 0.23 -4.50 1.49
H 4.74 -2.49 -3.27
H 4.01 -1.93 -1.77
H 3.30 -1.46 -3.31
H 3.41 -4.34 -2.24
H 2.71 -3.86 -3.78
H 0.91 -4.15 -2.20
H 1.05 -2.43 -2.55
H 2.05 -3.76 -0.11
H 1.64 -0.85 1.70
H 3.37 -4.94 2.69
H 2.77 -7.31 2.26
H 0.53 -7.87 1.37
H -1.10 -6.07 0.91
H -0.47 -3.71 1.28
```

(4)
Entry from the Open Molecules 2025 dataset: a structure of composition C38H53BrIrNP3 in a non-equilibrium geometry (ωB97M-V/def2-TZVPD).

## Properties
highest occupied orbital energy (alpha / beta): -18.080 / -18.809 eV
expectation value of S²: 8.844
total charge: +4
2S+1: 6
gap between HOMO and LUMO (alpha / beta): 6.2 / 4.3 eV

Structure (XYZ):
```
97
C38H53BrIrNP3, DFT ωB97M-V/def2-TZVPD
N -4.86 -2.23 3.87
C -4.13 -1.23 4.35
C -4.12 0.03 3.76
C -4.93 0.24 2.61
C -5.64 -0.86 2.09
C -5.61 -2.07 2.79
C -4.95 1.48 1.87
Ir -0.12 1.24 -0.67
P 4.69 0.34 -1.70
C -5.22 1.53 0.51
C -4.31 2.12 -0.40
C -4.12 1.51 -1.68
C -2.82 1.35 -2.13
C -1.84 1.89 -1.26
C -2.08 2.99 -0.41
C -3.36 3.06 0.09
Br 1.96 2.34 -1.38
H -4.58 2.39 2.35
H -6.02 0.91 0.05
H -3.52 0.83 4.19
H -6.24 -0.79 1.19
H -3.54 -1.43 5.26
H -6.21 -2.94 2.47
H -4.94 1.09 -2.27
H -3.58 3.72 0.91
H -2.58 0.87 -3.07
H -1.29 3.68 -0.18
P -0.34 -0.94 -1.01
C 5.85 1.78 -1.55
C 5.86 2.80 -2.70
H 6.84 1.45 -1.20
H 5.40 2.31 -0.69
H 6.20 3.77 -2.31
H 6.50 2.56 -3.56
H 4.84 2.98 -3.06
C 3.97 0.44 -3.40
C 4.98 0.20 -4.52
H 3.51 1.44 -3.49
H 3.12 -0.27 -3.49
H 4.45 0.09 -5.48
H 5.68 1.03 -4.62
H 5.55 -0.73 -4.36
C 5.34 -1.35 -1.45
C 6.84 -1.40 -1.66
H 4.75 -2.08 -2.04
H 5.13 -1.60 -0.39
H 7.21 -2.39 -1.37
H 7.12 -1.23 -2.71
H 7.32 -0.67 -1.00
C 0.52 -2.48 -0.36
C 1.98 -2.83 -0.61
H -0.10 -3.29 -0.77
H 0.35 -2.42 0.72
H 2.22 -3.67 0.06
H 2.18 -3.20 -1.62
H 2.67 -2.02 -0.39
C 0.13 -1.21 -2.77
C -1.00 -1.22 -3.78
H 0.66 -2.18 -2.76
H 0.88 -0.43 -3.01
H -0.78 -1.94 -4.59
H -1.94 -1.55 -3.32
H -1.16 -0.23 -4.23
C -2.14 -1.29 -0.54
C -2.47 -2.59 0.19
H -2.75 -1.14 -1.44
H -2.43 -0.47 0.14
H -3.52 -2.55 0.54
H -2.35 -3.47 -0.43
H -1.82 -2.74 1.06
C 2.84 1.55 1.50
P 1.06 1.19 1.31
C 0.93 -0.40 2.18
C -0.39 -0.80 2.47
C -0.60 -1.99 3.15
C 0.50 -2.76 3.55
C 1.81 -2.39 3.23
C 2.04 -1.20 2.52
C 0.29 2.37 2.48
C 0.19 3.70 2.07
C -0.51 4.61 2.88
C -1.15 4.18 4.04
C -0.91 2.89 4.52
C -0.13 2.01 3.77
H 3.42 0.87 0.86
H 3.14 1.39 2.54
H 3.03 2.59 1.19
H -1.22 -0.14 2.18
H -1.63 -2.29 3.39
H 0.32 -3.68 4.10
H 2.66 -2.99 3.55
H 3.06 -0.90 2.28
H 0.63 4.01 1.11
H -0.56 5.67 2.60
H -1.82 4.85 4.58
H -1.31 2.57 5.48
H 0.14 1.05 4.21
```

(5)
Entry from the Open Molecules 2025 dataset: a structure of composition C26H25N7O2S2Ti in a non-equilibrium geometry (ωB97M-V/def2-TZVPD).

## Properties
highest occupied orbital energy: -5.648 eV
gap between HOMO and LUMO: 5.3 eV

Structure (XYZ):
```
63
C26H25N7O2S2Ti, DFT ωB97M-V/def2-TZVPD
Ti -0.30 0.20 0.22
N -1.73 3.33 2.90
C -1.51 2.37 1.91
S -0.09 2.56 0.87
N -2.36 1.42 1.82
N -2.20 0.60 0.66
C -2.24 -0.77 0.81
C -1.97 -1.43 2.11
C -2.79 -2.36 2.74
C -2.42 -2.92 3.95
C -1.21 -2.56 4.54
C -0.37 -1.64 3.91
C -0.75 -1.08 2.69
O 0.04 -0.26 1.99
H -0.91 3.83 3.19
H -2.35 3.04 3.64
H -2.80 -1.32 0.06
H -3.74 -2.62 2.28
H -3.07 -3.64 4.44
H -0.91 -3.00 5.48
H 0.58 -1.35 4.34
N 3.40 -1.80 0.11
C 3.94 -0.85 0.96
C 5.14 -0.80 1.66
C 5.34 0.31 2.45
C 4.37 1.33 2.55
C 3.18 1.27 1.85
C 2.98 0.15 1.04
N 1.88 -0.20 0.24
C 2.17 -1.38 -0.25
C 1.21 -2.14 -1.05
C 1.43 -3.19 -1.86
S -0.05 -3.68 -2.55
C -0.87 -2.45 -1.71
N -0.11 -1.72 -0.96
H 3.78 -2.71 -0.08
H 5.88 -1.59 1.59
H 6.25 0.39 3.03
H 4.56 2.18 3.19
H 2.41 2.02 1.93
H 2.36 -3.68 -2.10
H -1.94 -2.33 -1.78
O -2.80 3.00 -1.20
C -2.71 3.00 -2.61
C -3.09 1.67 -3.23
C -2.35 0.42 -2.70
C -0.86 0.52 -2.89
C -0.32 0.27 -4.16
C 1.02 0.45 -4.39
C 1.80 0.98 -3.37
C 1.20 1.22 -2.15
N -0.08 0.91 -1.88
H -3.69 2.79 -0.92
H -1.67 3.24 -2.83
H -3.33 3.78 -3.06
H -2.93 1.74 -4.31
H -4.16 1.51 -3.06
H -2.73 -0.43 -3.26
H -2.57 0.30 -1.64
H -0.98 -0.07 -4.95
H 1.46 0.22 -5.35
H 2.84 1.22 -3.52
H 1.74 1.70 -1.36
```

(6)
Entry from the Open Molecules 2025 dataset: a cluster of 2 separate species, C3H12N2OS in total in a non-equilibrium geometry (ωB97M-V/def2-TZVPD).

## Properties
highest occupied orbital energy: -8.672 eV
gap between HOMO and LUMO: 9.6 eV
SMILES: NCNCCS.O

Structure (XYZ):
```
19
C3H12N2OS, DFT ωB97M-V/def2-TZVPD
C 1.22 -0.36 -0.66
C 2.28 -0.80 0.33
S 3.98 -0.26 -0.06
N -0.03 -0.18 0.06
C -1.31 -0.15 -0.67
N -1.90 1.15 -0.86
H 1.40 0.65 -1.06
H 1.13 -1.03 -1.53
H 2.37 -1.85 0.55
H 1.99 -0.41 1.31
H 3.91 1.04 0.35
H -0.33 -0.63 0.90
H -1.27 -0.68 -1.64
H -1.95 -0.82 -0.09
H -1.41 1.86 -1.38
H -2.83 1.05 -1.24
H -2.49 0.34 1.13
H -2.62 0.86 2.55
O -2.13 0.24 2.02
```

Number 1: E -18727.574 eV. Number 2: E -7359.161 eV. Number 3: E -161005.870 eV. Number 4: E -142459.169 eV. Number 5: E -86681.117 eV. Number 6: E -19167.412 eV.